C42H44As3F6HgN5O9 | wB97M-V/def2-TZVPD

E (Eh): -10037.8265
ΔE to the lowest compared entry with this formula, charge and spin (kcal per mole): 2.85
HOMO (spin up / spin down) (Ha): -0.2551 / -0.2551
HOMO-LUMO gap (spin up / spin down) (eV): 5.972 / 5.972

Geometry (Å):
Hg1 -0.565 -0.420 -1.276
C1 0.706 -2.111 3.067
C2 0.892 -1.454 1.694
N1 0.183 -1.977 0.590
C3 -0.468 -3.067 0.648
C4 -0.619 -3.865 1.905
C5 -0.059 -3.446 3.030
C6 -1.289 -5.155 1.793
C7 -1.805 -5.523 0.617
C8 -1.743 -4.732 -0.575
C9 -1.139 -3.520 -0.597
N2 -1.008 -2.660 -1.675
C10 -1.153 -3.017 -3.016
C11 -0.943 -4.309 -3.518
C12 -1.087 -4.583 -4.892
C13 -1.496 -3.604 -5.769
C14 -1.587 -2.259 -5.338
C15 -1.942 -1.165 -6.191
C16 -2.074 0.095 -5.700
C17 -1.870 0.300 -4.326
N3 -1.553 -0.682 -3.534
C18 -1.405 -1.943 -3.982
H1 1.658 -2.241 3.610
H2 1.956 -1.379 1.435
H3 -0.110 -4.097 3.909
H4 -1.334 -5.778 2.677
H5 -2.282 -6.495 0.586
H6 -2.196 -5.134 -1.487
H7 -0.677 -5.128 -2.833
H8 -0.933 -5.610 -5.214
H9 -1.628 -3.836 -6.825
H10 -2.130 -1.414 -7.227
H11 -2.380 0.938 -6.300
H12 -2.020 1.257 -3.817
F1 -1.822 2.257 -1.304
As1 -1.015 3.739 -1.828
F2 0.253 3.373 -0.624
F3 -0.082 2.744 -2.937
F4 -0.143 5.091 -2.431
F5 -2.325 3.921 -2.936
F6 -1.830 4.701 -0.673
C19 -4.317 0.302 -1.745
O1 -3.390 0.256 -0.633
C20 -3.749 -0.546 0.396
O2 -4.768 -1.122 0.506
C21 -2.674 -0.454 1.434
C22 -2.835 -1.198 2.575
As2 -1.898 -1.153 4.278
C23 -2.410 0.600 4.922
C24 0.000 -0.819 3.643
C25 0.282 -0.083 2.289
As3 -1.079 0.676 1.099
C26 -1.610 2.441 1.712
C27 1.382 0.947 2.342
O3 1.217 2.120 2.019
O4 2.493 0.404 2.724
C28 3.567 1.330 3.027
C29 0.643 -0.141 4.861
O5 0.754 1.047 4.943
O6 0.998 -0.877 5.966
C30 0.878 -2.288 6.108
C31 -3.945 -2.138 2.861
O7 -4.743 -1.854 3.755
O8 -3.928 -3.278 2.184
C32 -4.615 -4.343 2.888
H13 -3.855 1.028 -2.447
H14 -5.310 0.573 -1.422
H15 -4.344 -0.696 -2.192
H16 -3.466 0.766 4.726
H17 -1.906 1.421 4.492
H18 -2.278 0.610 5.975
H19 -1.391 2.549 2.794
H20 -2.643 2.605 1.526
H21 -0.939 3.101 1.226
H22 4.407 0.656 3.266
H23 3.236 1.982 3.880
H24 3.754 1.929 2.147
H25 1.065 -2.508 7.148
H26 1.749 -2.741 5.595
H27 -0.065 -2.689 5.809
H28 -4.486 -5.209 2.221
H29 -5.690 -4.065 2.976
H30 -4.187 -4.541 3.908
C33 5.459 5.750 0.040
C34 4.515 4.632 0.344
N4 4.016 3.893 -0.833
C35 3.147 4.562 -1.822
C36 3.898 5.250 -2.931
C37 4.202 2.544 -0.791
O9 4.959 1.962 -0.012
C38 3.405 1.706 -1.757
C39 3.934 1.256 -2.952
C40 3.220 0.287 -3.673
C41 2.029 -0.194 -3.184
N5 1.505 0.272 -2.045
C42 2.175 1.196 -1.371
H31 5.622 6.349 0.907
H32 5.078 6.411 -0.737
H33 6.401 5.323 -0.316
H34 3.623 4.973 0.929
H35 5.068 3.913 0.912
H36 2.431 5.232 -1.330
H37 2.471 3.804 -2.182
H38 4.486 6.065 -2.556
H39 3.197 5.604 -3.710
H40 4.618 4.563 -3.439
H41 4.904 1.686 -3.221
H42 3.637 -0.125 -4.567
H43 1.470 -0.949 -3.718
H44 1.691 1.627 -0.507

=====

C34H54N3O2P2Sn | wB97M-V/def2-TZVPD

E (Eh): -2538.6315
ΔE to the lowest compared entry with this formula, charge and spin (kcal per mole): 33.73
HOMO (spin up / spin down) (Ha): -0.5419 / -0.5417
Net charge: +3
HOMO-LUMO gap (spin up / spin down) (eV): 3.153 / 3.147

Geometry (Å):
C1 -1.563 -1.625 -2.111
C2 0.731 -2.067 -2.009
C3 -1.706 -2.371 -3.281
C4 0.597 -2.964 -3.116
C5 -0.621 -3.104 -3.755
H1 -2.682 -2.388 -3.752
H2 1.499 -3.463 -3.466
H3 -0.742 -3.762 -4.612
N1 -0.423 -1.592 -1.419
P1 -2.934 -0.360 0.089
P2 2.749 -0.574 -0.497
C6 -2.751 -0.750 -1.696
H4 -2.668 0.208 -2.239
H5 -3.682 -1.208 -2.062
C7 2.058 -1.670 -1.665
H6 2.817 -2.329 -2.106
C8 4.276 0.206 -1.254
C9 3.198 -1.461 1.155
C10 -3.705 1.350 0.130
C11 -3.974 -1.791 0.748
C12 4.270 1.696 -0.857
H7 4.284 1.830 0.232
H8 5.173 2.162 -1.276
H9 3.396 2.220 -1.263
C13 5.607 -0.429 -0.820
H10 5.811 -0.341 0.251
H11 5.682 -1.481 -1.123
H12 6.409 0.115 -1.342
C14 4.222 0.094 -2.777
H13 5.051 0.679 -3.199
H14 4.306 -0.940 -3.124
H15 3.307 0.512 -3.188
C15 3.929 -0.505 2.115
H16 3.307 0.370 2.349
H17 4.123 -1.041 3.058
H18 4.892 -0.146 1.742
C16 1.945 -1.962 1.901
H19 1.397 -1.115 2.357
H20 1.288 -2.547 1.243
H21 2.246 -2.613 2.740
C17 4.032 -2.713 0.823
H22 5.013 -2.481 0.399
H23 4.206 -3.278 1.753
H24 3.494 -3.368 0.125
C18 -4.585 -1.399 2.103
H25 -5.130 -2.274 2.490
H26 -3.829 -1.122 2.850
H27 -5.316 -0.583 2.007
C19 -3.071 -3.026 0.926
H28 -2.574 -3.319 -0.007
H29 -2.309 -2.880 1.705
H30 -3.707 -3.866 1.240
C20 -5.105 -2.140 -0.229
H31 -5.759 -2.875 0.264
H32 -5.726 -1.274 -0.491
H33 -4.734 -2.604 -1.150
C21 -2.846 2.311 -0.725
H34 -3.026 2.178 -1.801
H35 -3.129 3.344 -0.472
H36 -1.769 2.196 -0.528
C22 -3.713 1.857 1.581
H37 -2.696 1.929 1.984
H38 -4.160 2.861 1.583
H39 -4.312 1.220 2.242
C23 -5.142 1.279 -0.404
H40 -5.195 0.901 -1.434
H41 -5.798 0.675 0.237
H42 -5.555 2.299 -0.406
Sn1 -0.545 -0.438 1.009
C24 -1.163 -1.789 3.588
O1 -0.844 -2.008 4.663
N2 0.575 0.896 -0.171
C25 1.329 0.627 -1.139
C26 1.189 1.394 -2.463
C27 0.909 2.764 -2.345
C28 1.156 0.796 -3.733
C29 0.681 3.545 -3.483
H43 0.831 3.200 -1.345
C30 0.910 1.568 -4.877
H44 1.341 -0.274 -3.822
C31 0.688 2.943 -4.751
H45 0.481 4.616 -3.380
H46 0.879 1.090 -5.860
H47 0.515 3.545 -5.645
C32 1.143 3.150 3.878
N3 0.132 2.273 4.482
C33 -0.123 2.416 5.911
C34 -0.595 1.415 3.781
O2 -0.470 1.283 2.518
H48 0.864 4.197 4.055
H49 1.220 2.954 2.806
H50 2.109 2.973 4.370
H51 -1.153 2.758 6.088
H52 0.011 1.455 6.428
H53 0.580 3.150 6.312
H54 -1.324 0.816 4.360

=====

C33H48GeN7O2SeTi | wB97M-V/def2-TZVPD

E (Eh): -7147.0028
ΔE to the lowest compared entry with this formula, charge and spin (kcal per mole): 8.97
HOMO (Ha): -0.5755
Net charge: +3
HOMO-LUMO gap (eV): 5.564

Geometry (Å):
Ti1 -0.083 -0.062 0.471
O1 1.556 5.245 0.146
C1 0.588 5.045 -0.745
C2 0.213 6.141 -1.528
C3 -0.793 6.018 -2.453
C4 -1.474 4.800 -2.645
C5 -1.108 3.714 -1.907
C6 -0.064 3.801 -0.945
C7 0.268 2.656 -0.179
O2 -0.303 1.455 -0.471
N1 1.098 2.671 0.839
N2 1.095 1.452 1.440
C8 1.618 1.269 2.594
C9 1.404 -0.057 3.170
C10 1.957 -0.470 4.368
C11 1.687 -1.756 4.819
C12 0.867 -2.580 4.062
C13 0.336 -2.092 2.878
N3 0.595 -0.857 2.437
H1 1.688 4.451 0.691
H2 0.731 7.077 -1.371
H3 -1.074 6.881 -3.042
H4 -2.276 4.735 -3.365
H5 -1.615 2.767 -2.029
H6 2.135 2.068 3.116
H7 2.591 0.204 4.928
H8 2.111 -2.110 5.749
H9 0.636 -3.587 4.379
H10 -0.318 -2.706 2.269
C14 1.027 1.930 -4.118
C15 0.577 0.491 -4.396
C16 1.758 -0.416 -4.728
C17 -0.296 -0.046 -3.283
C18 -1.663 0.259 -3.260
C19 -2.543 -0.349 -2.376
C20 -2.104 -1.302 -1.461
C21 -3.082 -2.213 -0.785
C22 -0.710 -1.497 -1.355
C23 0.164 -0.905 -2.299
H11 1.649 2.288 -4.937
H12 1.612 1.996 -3.196
H13 0.179 2.608 -4.024
H14 -0.064 0.520 -5.282
H15 2.517 -0.428 -3.939
H16 2.251 -0.053 -5.628
H17 1.441 -1.443 -4.915
H18 -2.060 0.933 -4.011
H19 -3.606 -0.163 -2.468
H20 -3.948 -1.676 -0.400
H21 -2.632 -2.794 0.018
H22 -3.454 -2.921 -1.529
H23 -0.341 -2.364 -0.795
H24 1.197 -1.209 -2.310
C24 -5.884 1.565 2.944
C25 -5.893 0.042 3.027
C26 -6.164 -0.596 1.671
C27 -4.620 -0.511 3.676
N4 -3.409 -0.223 2.877
C28 -2.692 0.910 2.819
N5 -1.743 0.732 1.929
N6 -1.920 -0.505 1.464
N7 -2.912 -1.099 2.019
H25 -6.854 1.928 2.610
H26 -5.151 1.926 2.216
H27 -5.684 2.028 3.913
H28 -6.680 -0.259 3.724
H29 -5.413 -0.290 0.935
H30 -7.131 -0.270 1.291
H31 -6.178 -1.686 1.724
H32 -4.663 -1.593 3.780
H33 -4.455 -0.061 4.655
H34 -2.877 1.794 3.406
C29 4.875 -4.773 -1.297
Ge1 4.536 -3.271 -0.134
C30 4.090 -3.757 1.696
C31 5.902 -1.892 -0.195
C32 2.821 -2.439 -0.837
Se1 2.450 -0.817 0.159
C33 3.227 0.503 -1.029
H35 5.769 -5.293 -0.955
H36 5.046 -4.433 -2.317
H37 4.041 -5.474 -1.284
H38 4.971 -4.165 2.190
H39 3.312 -4.521 1.715
H40 3.761 -2.883 2.263
H41 6.843 -2.320 0.151
H42 5.663 -1.049 0.456
H43 6.061 -1.538 -1.214
H44 1.998 -3.136 -0.674
H45 2.893 -2.196 -1.897
H46 4.285 0.262 -1.105
H47 3.101 1.482 -0.573
H48 2.747 0.460 -2.001

=====

C28H54BrNO8 | wB97M-V/def2-TZVPD

E (Eh): -4329.7845
HOMO (Ha): -0.3354
SMILES string: CC[C@@H](Br)[C@@H]1CCNC1=O.CC(C)=O.CC(C)=O.CC(C)=O.CC(C)=O.CC(C)=O.CC(C)=O.CC(C)=O
HOMO-LUMO gap (eV): 9.592

Geometry (Å):
C1 -1.972 -0.421 -0.796
C2 -0.670 -1.447 -0.584
C3 0.493 -0.832 0.394
Br1 -0.147 0.757 1.502
C4 1.267 -1.928 1.335
C5 2.937 -1.856 1.287
C6 3.114 -2.506 -0.234
N1 1.977 -3.542 -0.357
C7 1.155 -3.547 0.931
O1 0.501 -4.530 1.556
H1 -2.605 -0.538 0.206
H2 -1.655 0.682 -1.023
H3 -2.606 -0.916 -1.666
H4 -0.148 -1.644 -1.638
H5 -1.152 -2.459 -0.194
H6 1.327 -0.365 -0.321
H7 1.016 -1.643 2.461
H8 3.273 -2.789 1.951
H9 3.452 -0.833 1.525
H10 3.026 -1.647 -1.054
H11 4.076 -3.132 -0.468
H12 1.346 -3.402 -1.198
C8 -3.172 0.688 -5.572
C9 -2.291 -0.069 -4.616
C10 -1.941 -1.490 -4.971
O2 -1.873 0.452 -3.583
H13 -3.341 1.699 -5.187
H14 -2.684 0.763 -6.547
H15 -4.137 0.184 -5.668
H16 -1.398 -1.512 -5.919
H17 -2.851 -2.091 -5.040
H18 -1.300 -1.912 -4.190
C11 -1.080 -7.475 0.619
C12 -0.310 -8.740 0.347
C13 0.676 -9.190 1.391
O3 -0.481 -9.381 -0.689
H19 -1.753 -7.272 -0.220
H20 -1.677 -7.591 1.527
H21 -0.388 -6.635 0.723
H22 0.157 -9.383 2.334
H23 1.445 -8.427 1.530
H24 1.157 -10.117 1.060
C14 -6.765 -5.833 -0.423
C15 -5.345 -5.414 -0.691
C16 -4.303 -6.499 -0.762
O4 -5.046 -4.231 -0.846
H25 -7.407 -4.945 -0.400
H26 -7.114 -6.495 -1.220
H27 -6.828 -6.336 0.545
H28 -4.542 -7.191 -1.574
H29 -4.257 -7.032 0.191
H30 -3.324 -6.050 -0.961
C17 -0.544 5.560 2.918
C18 -1.609 4.499 2.991
C19 -2.834 4.685 2.135
O5 -1.484 3.518 3.722
H31 0.280 5.294 3.588
H32 -0.157 5.628 1.898
H33 -0.956 6.522 3.234
H34 -2.549 4.714 1.080
H35 -3.347 5.607 2.416
H36 -3.516 3.842 2.291
C20 -0.220 6.086 -2.616
C21 0.069 5.831 -1.161
C22 0.989 4.687 -0.826
O6 -0.426 6.530 -0.279
H37 -0.897 6.941 -2.707
H38 0.709 6.317 -3.144
H39 -0.701 5.210 -3.058
H40 1.971 4.856 -1.275
H41 0.561 3.748 -1.189
H42 1.106 4.622 0.261
C23 3.178 2.757 6.487
C24 2.194 2.491 5.380
C25 0.730 2.597 5.713
O7 2.571 2.198 4.246
H43 4.197 2.644 6.101
H44 3.055 3.778 6.856
H45 3.029 2.039 7.297
H46 0.498 3.612 6.047
H47 0.471 1.872 6.488
H48 0.137 2.379 4.818
C26 5.130 6.401 -3.133
C27 5.286 5.145 -2.319
C28 6.670 4.795 -1.843
O8 4.319 4.433 -2.052
H49 4.077 6.528 -3.407
H50 5.444 7.267 -2.545
H51 5.723 6.327 -4.048
H52 7.054 5.589 -1.197
H53 7.332 4.649 -2.700
H54 6.631 3.864 -1.267